A cluster of 9 separate species, C2H22O8 in total, computed with ωB97M-V/def2-TZVPD.

```
! RIJCOSX wB97M-V def2-TZVPD def2/J DEFGRID3
* xyz 0 1
C -0.52 2.88 0.67
C 0.79 2.12 0.72
H -1.34 2.34 1.15
H -0.89 3.06 -0.36
H -0.40 3.85 1.19
H 0.73 1.14 0.21
H 1.67 2.64 0.33
H 1.05 1.87 1.75
O 0.09 1.32 -2.32
H -0.76 1.04 -1.86
H 0.41 2.08 -1.83
O 2.55 -0.63 0.57
H 3.14 -1.39 0.67
H 2.22 -0.73 -0.36
O -2.00 0.31 -1.04
H -2.01 0.36 -0.06
H -1.80 -0.64 -1.19
O -0.62 -2.50 -1.66
H -0.74 -2.99 -2.48
H 0.19 -1.91 -1.79
O -0.94 -3.49 0.85
H -1.71 -2.98 1.13
H -0.78 -3.22 -0.07
O -1.84 0.04 1.69
H -2.25 0.50 2.43
H -0.90 -0.08 2.00
O 1.50 -0.87 -1.95
H 2.06 -0.96 -2.73
H 1.02 0.02 -2.12
O 0.57 -0.81 2.44
H 1.30 -0.69 1.79
H 0.21 -1.69 2.21
*
```

## Properties
M ... 174.19 g/mol
HOMO-LUMO gap ... 11.157 eV
HOMO ... -0.402 hartree
SMILES string ... CC.O.O.O.O.O.O.O.O

Now the Mulliken charges, all in e: number 1, C, carries -0.724; number 2, C, carries -0.680; number 3, H, carries 0.116; number 4, H, carries 0.229; number 5, H, carries 0.357; number 6, H, carries -0.023; number 7, H, carries 0.377; number 8, H, carries 0.363; number 9, O, carries -0.787; number 10, H, carries 0.449; number 11, H, carries 0.275; number 12, O, carries -0.692; number 13, H, carries 0.315; number 14, H, carries 0.445; number 15, O, carries -0.752; number 16, H, carries 0.413; number 17, H, carries 0.347; number 18, O, carries -0.777; number 19, H, carries 0.295; number 20, H, carries 0.479; number 21, O, carries -0.694; number 22, H, carries 0.307; number 23, H, carries 0.414; number 24, O, carries -0.684; number 25, H, carries 0.292; number 26, H, carries 0.420; number 27, O, carries -0.837; number 28, H, carries 0.306; number 29, H, carries 0.452; number 30, O, carries -0.749; number 31, H, carries 0.402; number 32, H, carries 0.348

A cluster of 3 separate species, C4H13NO3 in total, computed with ωB97M-V/def2-TZVPD.

```
! RIJCOSX wB97M-V def2-TZVPD def2/J DEFGRID3
* xyz 0 1
C 2.27 -1.11 -0.72
C 1.42 -0.21 -1.62
C 0.20 0.31 -0.90
O -0.74 -0.36 -0.46
N 0.08 1.67 -0.85
C -1.19 2.34 -0.57
H 1.66 -1.86 -0.21
H 2.88 -1.76 -1.37
H 3.04 -0.67 -0.10
H 1.04 -0.78 -2.46
H 2.01 0.65 -1.92
H 0.89 2.24 -1.01
H -0.98 3.39 -0.64
H -1.54 2.11 0.44
H -1.94 1.83 -1.17
O -0.75 -2.39 1.31
H -0.88 -2.08 2.20
H -0.70 -1.72 0.61
O -0.95 0.08 2.81
H -0.89 0.38 1.90
H -1.81 -0.36 2.82
*
```

## Properties
M ... 123.15 g/mol
Energy above the lowest of the compared OMol25 structures with the same formula, charge and spin ... 83.24 kJ/mol
HOMO-LUMO gap ... 10.767 eV
HOMO ... -0.374 hartree
SMILES string ... CCC(=O)NC.O.O

Now the Mulliken charges, all in e: number 1, C, carries -1.113; number 2, C, carries -0.248; number 3, C, carries 0.592; number 4, O, carries -0.775; number 5, N, carries -0.197; number 6, C, carries -0.793; number 7, H, carries 0.273; number 8, H, carries 0.338; number 9, H, carries 0.321; number 10, H, carries 0.249; number 11, H, carries 0.245; number 12, H, carries 0.233; number 13, H, carries 0.336; number 14, H, carries 0.239; number 15, H, carries 0.277; number 16, O, carries -0.686; number 17, H, carries 0.285; number 18, H, carries 0.478; number 19, O, carries -0.674; number 20, H, carries 0.293; number 21, H, carries 0.329

A structure of composition C16H23IrN5O3S, computed with ωB97M-V/def2-TZVPD.

```
! RIJCOSX wB97M-V def2-TZVPD def2/J DEFGRID3
* xyz 1 1
Ir 0.09 -0.18 -0.07
C 2.32 -0.17 -2.32
C 2.88 -0.17 -0.94
C 4.28 -0.09 -0.77
C 4.83 -0.06 0.47
C 4.00 -0.19 1.61
C 4.51 -0.22 2.92
C 3.66 -0.43 3.97
C 2.29 -0.62 3.75
C 1.76 -0.54 2.48
S 0.07 -0.73 2.16
C 2.62 -0.32 1.40
N 2.07 -0.25 0.12
H 3.11 -0.22 -3.06
H 1.76 0.75 -2.48
H 1.65 -1.02 -2.46
H 4.90 -0.04 -1.65
H 5.90 0.05 0.61
H 5.57 -0.09 3.07
H 4.05 -0.46 4.98
H 1.63 -0.83 4.58
N -0.69 -0.05 -2.21
N -1.06 -1.35 -2.56
C -1.13 -2.32 -1.55
O -1.74 -3.33 -1.71
O -0.43 -2.02 -0.46
H -1.47 0.60 -2.21
H 0.00 0.28 -2.87
H -1.73 -1.47 -3.31
C 0.77 4.98 0.81
N 0.34 3.62 1.13
C 1.39 2.78 1.69
C -0.69 3.04 0.47
O -0.65 1.86 -0.01
N -1.81 3.76 0.31
C -2.18 4.86 1.19
C -2.88 3.26 -0.55
H 1.70 4.94 0.23
H 0.95 5.55 1.72
H 0.02 5.49 0.21
H 1.90 3.35 2.47
H 2.13 2.49 0.93
H 0.96 1.90 2.14
H -1.52 4.90 2.05
H -3.20 4.69 1.54
H -2.15 5.82 0.66
H -2.47 2.61 -1.31
H -3.36 4.11 -1.04
H -3.62 2.72 0.03
*
```

## Properties
M ... 557.68 g/mol
Energy above the lowest of the compared OMol25 structures with the same formula, charge and spin ... 157.12 kJ/mol
HOMO-LUMO gap ... 6.620 eV
HOMO ... -0.385 hartree

Now the Mulliken charges, all in e: number 1, Ir, carries 2.907; number 2, C, carries -1.797; number 3, C, carries 1.405; number 4, C, carries -0.832; number 5, C, carries -0.818; number 6, C, carries 0.854; number 7, C, carries -0.973; number 8, C, carries -0.696; number 9, C, carries -0.464; number 10, C, carries 0.476; number 11, S, carries -0.335; number 12, C, carries -0.415; number 13, N, carries -0.191; number 14, H, carries 0.450; number 15, H, carries 0.163; number 16, H, carries 0.323; number 17, H, carries 0.422; number 18, H, carries 0.451; number 19, H, carries 0.407; number 20, H, carries 0.423; number 21, H, carries 0.454; number 22, N, carries -0.624; number 23, N, carries -0.213; number 24, C, carries 0.665; number 25, O, carries -0.585; number 26, O, carries -0.791; number 27, H, carries 0.281; number 28, H, carries 0.267; number 29, H, carries 0.265; number 30, C, carries -1.059; number 31, N, carries 0.235; number 32, C, carries -0.926; number 33, C, carries 0.559; number 34, O, carries -1.247; number 35, N, carries 0.031; number 36, C, carries -1.161; number 37, C, carries -1.016; number 38, H, carries 0.362; number 39, H, carries 0.330; number 40, H, carries 0.378; number 41, H, carries 0.384; number 42, H, carries 0.427; number 43, H, carries 0.161; number 44, H, carries 0.395; number 45, H, carries 0.409; number 46, H, carries 0.335; number 47, H, carries 0.170; number 48, H, carries 0.418; number 49, H, carries 0.335

A structure of composition C9H14CaN2P, computed with ωB97M-V/def2-TZVPD.

```
! RIJCOSX wB97M-V def2-TZVPD def2/J DEFGRID3
* xyz -1 1
C -1.98 -0.23 -1.22
C -1.85 1.17 -1.05
C -1.91 1.46 0.36
C -2.07 0.22 1.05
C -2.18 -0.83 0.08
Ca 0.03 0.03 0.14
P 1.68 -0.53 -1.62
H -1.95 -0.77 -2.16
H -1.72 1.92 -1.84
H -1.84 2.46 0.81
H -2.35 -1.90 0.29
H -2.14 0.09 2.12
H 2.86 0.19 -1.43
H 1.30 -0.29 -2.93
H 2.06 -1.88 -1.58
C 3.67 0.02 1.55
C 2.58 0.61 2.30
N 1.29 0.68 1.97
C 0.61 1.30 3.05
C 1.51 1.59 4.00
N 2.76 1.16 3.52
H 4.40 0.79 1.29
H 4.14 -0.76 2.14
H 3.28 -0.44 0.63
H -0.45 1.48 3.05
H 1.36 2.07 4.95
H 3.64 1.25 4.04
*
```

## Properties
M ... 221.28 g/mol
Energy above the lowest of the compared OMol25 structures with the same formula, charge and spin ... 31.51 kJ/mol
HOMO-LUMO gap ... 2.553 eV
HOMO ... 0.016 hartree

Now the Mulliken charges, all in e: number 1, C, carries -0.778; number 2, C, carries -0.222; number 3, C, carries -0.405; number 4, C, carries -1.146; number 5, C, carries -0.044; number 6, Ca, carries -1.125; number 7, P, carries 0.147; number 8, H, carries 0.421; number 9, H, carries 0.371; number 10, H, carries 0.279; number 11, H, carries 0.471; number 12, H, carries 0.433; number 13, H, carries 0.085; number 14, H, carries 0.117; number 15, H, carries 0.108; number 16, C, carries -2.021; number 17, C, carries -0.338; number 18, N, carries 1.062; number 19, C, carries -0.725; number 20, C, carries 0.003; number 21, N, carries -0.416; number 22, H, carries 0.592; number 23, H, carries 0.915; number 24, H, carries -0.181; number 25, H, carries 0.135; number 26, H, carries 0.541; number 27, H, carries 0.719

| no. | total energy (eV) |
| --- | --- |
| 1 | -18812.724 |
| 2 | -11991.609 |
| 3 | -44227.069 |
| 4 | -40264.170 |